A structure of composition C18H7Cl4CoF3IN3O3S, computed with wB97M-V/def2-TZVPD.

Geometry as XYZ:
```
41
Properties=species:S:1:pos:R:3:lowdin_spin:R:1
H 0.23 -2.06 -1.46 0.0002
H -1.07 -1.99 2.42 0.0003
Cl 4.25 0.29 0.70 0.0086
C -0.54 2.96 -2.92 0.0016
F -0.48 5.14 -1.87 0.0044
Cl 3.11 0.33 5.97 0.0223
C 1.73 0.34 1.63 0.0989
H -0.65 0.40 -5.13 0.0003
C -0.83 -2.60 1.55 0.0026
H -0.73 -0.83 -2.97 0.0003
H 0.07 -4.55 -1.58 0.0003
F -1.56 4.93 -3.71 0.0002
F 0.58 4.88 -3.72 0.0002
Co -0.81 0.31 0.33 2.7248
C 3.09 0.32 1.97 0.0512
I -1.36 -4.96 3.39 0.0012
C 2.57 0.35 4.33 0.0815
C -0.61 0.93 -4.19 0.0016
N -2.66 0.05 0.16 0.0400
C -3.82 0.24 0.22 0.0214
N -0.46 -1.94 0.46 0.0316
C 0.75 0.37 2.72 0.1044
O 1.28 0.32 0.45 0.2654
Cl 5.19 0.32 3.67 0.0201
H -0.50 2.90 -5.06 0.0000
S -0.66 2.81 -0.16 0.0700
C 3.51 0.33 3.29 0.0757
C -0.50 4.46 -3.01 0.0014
C -0.20 -4.02 -0.68 0.0012
C -0.65 0.25 -2.99 0.0033
C -0.13 -2.64 -0.63 0.0022
H -0.66 -5.80 0.45 -0.0001
N -0.61 0.84 -1.81 0.0327
O -4.99 0.36 0.25 0.0143
C -0.59 2.20 -1.73 0.0061
C -0.54 2.32 -4.15 -0.0009
C -0.90 -3.98 1.59 0.0007
C 1.22 0.37 4.05 0.0459
C -0.60 -4.72 0.45 -0.0007
O -0.48 0.38 2.39 0.2577
Cl 0.05 0.39 5.31 0.0068
```

Results
HOMO-LUMO gap (alpha / beta): 6.665 / 5.271 eV
charge: -1
energy relative to the best compared isomer or geometry (same formula, charge and spin): 48.6 kJ/mol
multiplicity: 5

=====

A structure of composition C18H9Br4N6O2ReS3, computed with wB97M-V/def2-TZVPD.

Geometry as XYZ:
```
43
Properties=species:S:1:pos:R:3:lowdin_spin:R:1
C 4.02 -0.10 -1.84 0.0063
C -0.46 3.50 -0.08 0.0316
C -3.46 0.84 0.19 0.0181
H -0.40 4.38 -0.69 0.0013
H -1.11 2.43 3.06 0.0014
C -0.74 3.57 1.28 0.0079
Br 5.07 -0.04 -0.27 0.0010
C -1.09 -0.23 3.49 0.0149
H 0.28 -5.33 1.04 0.0004
Br 1.20 -0.18 -5.56 0.0028
H -0.11 2.13 -1.71 0.0003
H -1.10 -1.28 3.76 -0.0002
H -0.17 -4.68 2.60 -0.0004
C -4.03 1.15 1.47 0.0023
N -0.29 -2.33 1.90 -0.0039
C -0.70 -0.09 2.07 0.0997
C -3.39 -1.50 0.86 0.0030
C 1.81 -0.30 -2.83 0.0004
S 0.32 -3.20 -0.61 0.0668
C -0.29 2.25 -0.65 0.0347
N -3.61 -2.36 1.59 -0.0017
S -3.20 2.19 -0.82 0.0743
N -0.35 1.13 0.07 0.0261
C -0.86 2.41 2.01 0.0204
H -0.88 4.54 1.75 -0.0001
Br 4.50 0.19 -5.97 -0.0002
S -2.27 -0.96 -1.55 0.1016
H -2.10 0.19 3.63 0.0043
N 0.10 -4.55 1.64 -0.0069
C -3.11 -0.46 -0.07 0.0228
N -4.49 1.43 2.49 0.0022
H -0.40 0.31 4.15 0.0053
C -0.65 1.19 1.39 0.0086
C 2.38 -0.15 -4.09 0.0144
O 0.52 -0.45 -2.61 0.1292
C 2.65 -0.29 -1.67 0.0071
C 4.58 0.05 -3.11 0.0134
N -0.39 -1.12 1.31 -0.0145
C 3.76 0.02 -4.24 0.0041
O 2.07 -0.46 -0.51 0.0846
Re -0.05 -0.79 -0.67 2.2147
Br 6.44 0.29 -3.30 0.0025
C 0.02 -3.32 1.10 -0.0005
```

Results
HOMO-LUMO gap (alpha / beta): 6.052 / 5.233 eV
charge: -1
energy relative to the best compared isomer or geometry (same formula, charge and spin): 0.0 kJ/mol
multiplicity: 4

=====

A structure of composition C19H10BrCl2CrF5NO2S2, computed with wB97M-V/def2-TZVPD.

Geometry as XYZ:
```
43
Properties=species:S:1:pos:R:3:lowdin_spin:R:1
F 2.60 4.44 4.16 0.0012
C -2.97 -3.36 -0.95 0.0004
C -3.92 -3.80 -0.05 0.0001
F 2.07 6.21 2.15 -0.0005
C -2.77 -1.29 0.28 0.0034
C 1.62 2.19 1.49 0.0034
C -3.73 -1.75 1.16 0.0010
O -0.97 0.28 0.37 0.0678
N 1.46 -0.85 -0.74 -0.0096
O -3.00 0.98 0.90 -0.0022
Cr -0.08 0.30 -1.28 2.9100
C 1.51 4.44 0.70 0.0027
C -4.30 -3.00 1.01 0.0027
H 4.17 -3.33 0.56 0.0006
C 2.04 2.63 2.74 -0.0006
C 1.92 4.90 1.94 -0.0006
C 1.34 3.07 0.44 0.0010
Br 3.25 0.54 -2.37 0.0049
C 1.17 -1.83 0.13 0.0100
Cl 0.29 0.67 -3.61 0.0096
H -4.36 -4.78 -0.19 0.0000
H -4.03 -1.10 1.97 0.0000
C -2.38 -2.10 -0.79 0.0000
H 0.15 -1.88 0.47 0.0007
H -2.67 -3.96 -1.79 -0.0010
C 2.75 -0.77 -1.11 0.0096
C 2.09 -2.74 0.60 -0.0018
F 2.30 1.75 3.71 -0.0005
C 3.42 -2.64 0.21 0.0103
F 1.51 0.86 1.26 0.0047
H 4.76 -1.47 -1.01 -0.0003
H 1.77 -3.53 1.27 -0.0003
C 2.19 4.00 2.97 0.0041
S -1.23 -1.64 -2.02 -0.0295
H -1.33 2.22 -4.37 0.0002
F 1.28 5.32 -0.28 -0.0002
S 0.89 2.55 -1.12 -0.0072
Cl -1.98 1.53 -2.20 -0.0081
C -2.24 0.11 0.53 0.0098
C 3.75 -1.62 -0.67 -0.0026
H -1.95 0.51 -4.33 0.0006
H -5.04 -3.34 1.71 0.0002
C -1.35 1.28 -3.83 0.0062
```

Results
HOMO-LUMO gap (alpha / beta): 7.008 / 6.771 eV
energy relative to the best compared isomer or geometry (same formula, charge and spin): 78.4 kJ/mol
multiplicity: 4

=====

A cluster of 2 separate species, C19H10Cl2N3O4 in total, computed with wB97M-V/def2-TZVPD.

Geometry as XYZ:
```
38
Properties=species:S:1:pos:R:3:mulliken_charge:R:1
C -1.93 -2.43 1.94 0.3636
C -0.97 -3.22 -0.22 0.9814
C -2.06 -2.59 -1.00 0.3083
H 1.38 -1.69 -6.60 0.3540
N 0.74 -4.61 -1.59 -0.4963
H 3.06 -3.24 -2.93 0.3607
C -0.02 -3.98 -0.97 -0.2952
H 3.99 1.83 2.42 0.2886
C 2.19 0.20 -0.72 0.6423
O -2.07 -2.66 -2.23 -0.6099
Cl -4.15 -0.89 2.07 -0.1402
O 1.49 1.13 -1.14 -0.7606
H 2.46 2.03 3.29 0.3795
H 1.15 1.22 1.46 0.2646
O 2.72 0.22 0.53 -0.2956
C 1.65 -1.55 -5.55 -0.3980
C 2.27 -2.59 -4.84 -0.6219
C 1.37 -0.34 -4.92 -0.5927
H 2.40 2.28 0.74 0.2781
C 3.27 -1.93 -0.66 -0.0670
C 0.08 -3.85 1.88 -0.2166
H 2.51 -3.53 -5.35 0.3313
C -3.10 -1.88 -0.20 0.2165
O -1.82 -2.33 3.16 -0.6161
C 2.23 1.35 1.29 -0.1840
C 2.27 -1.22 -2.82 0.8443
C 2.55 -1.03 -1.43 0.2086
C -3.03 -1.78 1.16 0.1658
Cl -4.35 -1.16 -1.10 -0.1400
H 0.90 0.48 -5.46 0.3495
H 1.45 0.75 -3.06 0.4982
C 1.67 -0.18 -3.57 -0.5255
C 3.00 1.39 2.59 -1.2116
N 3.89 -2.69 -0.01 -0.7432
C -0.94 -3.18 1.14 0.7733
C 2.59 -2.44 -3.49 -0.5156
H 3.14 0.41 3.04 0.3213
N 0.91 -4.40 2.51 -0.4999
```

Results
HOMO-LUMO gap: 2.797 eV
charge: -1
energy relative to the best compared isomer or geometry (same formula, charge and spin): 162.6 kJ/mol

=====

An isolated molecule of C19H10N4O, computed with wB97M-V/def2-TZVPD.

Geometry as XYZ:
```
34
Properties=species:S:1:pos:R:3:mulliken_charge:R:1
H 1.51 -2.48 -1.03 0.5264
C -3.16 3.41 -2.62 -0.4824
C -0.67 1.22 0.51 0.0011
H 0.64 0.38 2.99 0.3395
C 0.67 -0.28 2.14 -1.2058
C -3.23 4.39 -1.63 0.4493
C 1.83 -2.30 1.04 0.9077
H 4.09 -3.33 3.06 0.4292
C 1.34 -1.90 -0.16 -0.4122
N 3.42 -5.63 0.88 0.1013
H -0.97 2.77 1.92 0.2435
C -1.05 0.97 -0.81 -0.1566
C -2.31 2.25 -2.53 -0.8870
N -4.88 6.34 -2.12 -0.5337
C 3.73 -3.97 2.26 -0.2742
C -1.67 2.14 -1.28 0.9294
O -0.13 -0.47 -2.62 -0.6743
C 0.50 -0.71 -0.26 -0.0547
C 2.44 -4.71 0.41 -0.7172
C -2.48 4.17 -0.42 -0.4930
C 2.58 -3.57 1.28 0.0494
H -2.14 1.53 -3.24 0.6233
H 1.99 -1.87 2.99 0.3339
N 4.07 -5.20 2.00 -0.7263
C -0.25 -0.13 -1.43 0.3428
H -3.80 3.65 -3.48 0.3853
N -1.11 2.46 0.94 -0.0178
H 3.87 -6.29 0.26 0.2611
C -4.11 5.51 -1.81 -0.0444
H 1.86 -4.99 -0.46 0.4370
C 1.49 -1.42 2.17 -0.4084
C -1.74 3.01 -0.19 -0.4938
C 0.21 0.06 0.89 0.8819
H -2.55 4.98 0.35 0.3398
```

Results
HOMO-LUMO gap: 7.124 eV
SMILES string: N#Cc1ccc2c3c([nH]c2c1)-c1ccc(-c2cn[nH]c2)cc1C3=O

=====

A structure of composition C19H11F11InN4PS2, computed with wB97M-V/def2-TZVPD.

Geometry as XYZ:
```
49
Properties=species:S:1:pos:R:3:lowdin_spin:R:1
C 1.16 1.38 2.49 0.0000
C -5.70 3.11 -1.29 -0.0091
S -2.33 1.13 -2.00 0.5224
F -1.26 -0.82 0.59 0.0035
C 4.08 -2.14 0.15 0.0000
F -5.14 1.39 -2.74 0.0242
C 5.01 -3.13 -0.14 0.0000
C 2.16 -1.15 2.42 0.0001
C 1.70 -0.52 1.28 0.0001
H 6.02 -3.04 0.24 0.0000
H 1.64 1.41 4.57 0.0000
H 5.37 -4.99 -1.13 0.0000
P -2.27 -0.28 1.86 0.0007
C -5.30 4.02 -0.32 0.1148
F -2.94 -1.69 1.95 0.0000
C -3.42 2.27 -1.39 0.0849
H 1.42 -3.40 -1.51 0.0000
C 3.35 -4.32 -1.40 0.0000
F -6.18 4.83 0.19 0.0428
F -1.44 1.22 1.59 -0.0006
C 2.12 -0.46 3.63 0.0000
S 0.90 1.77 -2.52 0.0503
F -3.62 5.00 0.99 -0.0065
C 1.65 0.84 3.66 0.0001
H 0.85 -1.07 -4.73 -0.0001
In -0.30 1.05 -0.39 0.0063
F -1.10 -0.66 2.86 0.0001
H 2.51 -2.17 2.37 0.0000
C 2.78 -2.23 -0.34 0.0000
H 4.38 -1.28 0.74 0.0000
C 0.90 0.09 -3.05 0.0014
F -1.78 3.37 -0.08 0.0144
C -4.76 2.25 -1.83 0.0819
N 1.18 0.72 1.33 0.0006
C 4.65 -4.22 -0.91 0.0000
N 1.08 -0.94 -2.28 0.0075
N 1.07 -0.62 -0.95 0.0005
F -3.29 0.21 0.72 0.0088
F -6.95 3.07 -1.69 -0.0104
H 2.46 -0.95 4.53 0.0000
C -3.97 4.10 0.10 0.0009
F -3.12 0.39 2.98 0.0001
H 0.72 2.37 2.48 0.0000
H 3.06 -5.18 -2.00 0.0000
C -3.06 3.25 -0.44 0.0617
C 1.80 -1.16 -0.07 0.0002
C 2.43 -3.32 -1.13 0.0000
N 0.78 -0.13 -4.37 -0.0013
H 0.71 0.64 -5.01 -0.0002
```

Results
HOMO-LUMO gap (alpha / beta): 7.505 / 5.018 eV
charge: +1
energy relative to the best compared isomer or geometry (same formula, charge and spin): 12.9 kJ/mol
multiplicity: 2

=====

A structure of composition C19H12AgBrF6N3O4S3, computed with wB97M-V/def2-TZVPD.

Geometry as XYZ:
```
49
Properties=species:S:1:pos:R:3:mulliken_charge:R:1
H 5.72 4.14 -0.59 0.3605
F -0.36 -3.97 2.68 -0.2267
C -2.68 -1.18 -3.09 -0.9038
O 3.24 -0.62 0.01 -0.6447
N 0.31 1.66 3.28 -0.3904
C -1.97 0.16 -1.14 -1.0736
C -3.76 0.54 0.61 0.5717
C 3.85 3.26 -1.17 -0.7408
H -0.34 1.01 2.85 0.0853
S 2.20 -1.10 -0.86 1.1292
H 1.93 2.32 -1.46 0.4397
H -4.64 -2.04 -3.05 0.3030
H -2.42 -1.60 -4.05 0.3791
Br -2.69 1.78 1.56 -0.2369
H -6.87 -0.74 0.87 0.3638
C 3.35 3.04 1.53 0.7034
C -3.28 -0.05 -0.61 1.4543
C 2.98 -2.48 -1.80 0.4162
C -4.24 -0.86 -1.29 1.0452
F 2.14 -3.06 -2.66 -0.2203
C -3.91 -1.42 -2.54 -0.8318
F 4.02 -1.98 -2.49 -0.2251
H 4.05 3.34 -2.23 0.3741
C -5.52 -1.11 -0.73 -0.9180
S 0.96 -2.10 1.47 0.9752
O 0.20 -1.07 2.14 -0.6598
C -5.89 -0.55 0.45 -0.4345
Ag -0.11 0.48 -0.03 0.3977
C 2.41 2.58 0.61 -0.3338
H -5.29 0.78 2.05 0.3962
S 2.75 2.79 3.14 -0.3584
H 0.58 1.42 4.21 0.2711
F 3.43 -3.41 -0.95 -0.2335
H -6.20 -1.75 -1.28 0.3030
N 1.01 -1.87 -0.13 -0.4430
C 1.30 2.09 2.45 0.4864
C -5.00 0.30 1.13 -0.6982
H 5.29 3.95 1.83 0.3711
O 2.18 -2.55 2.07 -0.6375
C 4.79 3.71 -0.24 -0.4495
O 1.69 -0.23 -1.90 -0.4987
H -0.76 -0.30 -2.83 0.3364
C -1.73 -0.41 -2.38 -0.2607
N 1.25 2.04 1.16 -0.2488
F -1.36 -3.18 0.91 -0.1971
C 4.56 3.60 1.12 -0.4184
C -0.18 -3.53 1.42 0.5256
C 2.66 2.70 -0.75 -0.1740
F 0.32 -4.54 0.70 -0.2304
```

Results
HOMO-LUMO gap: 7.004 eV
charge: -1
energy relative to the best compared isomer or geometry (same formula, charge and spin): 0.0 kJ/mol

=====

A structure of composition C19H12AsF3MoN2O6S4, computed with wB97M-V/def2-TZVPD.

Geometry as XYZ:
```
48
Properties=species:S:1:pos:R:3:mulliken_charge:R:1
C 2.43 -0.40 3.52 -0.0489
C 4.64 -0.58 2.32 0.5565
F 5.13 -0.64 3.56 -0.2747
O -1.00 0.03 -1.30 -0.0419
As -2.62 -0.24 -2.32 0.3848
C 0.59 3.06 0.85 -0.2205
S 1.65 3.22 -2.92 -0.1189
H 0.46 -0.26 4.41 0.4864
H -5.02 -4.94 0.15 0.4306
H 0.33 4.61 2.28 0.4408
C -4.65 -2.12 -1.68 -0.5453
H -2.71 -4.35 0.79 0.4744
O -1.34 -2.31 -0.04 0.2505
H -1.75 -0.89 -4.36 0.3576
O -2.08 -1.33 -3.56 -0.5216
S 1.35 0.08 -3.21 0.5617
O 0.20 -2.18 -1.98 -0.3943
C 0.57 4.37 1.26 -0.8553
C 0.87 5.42 0.37 -0.5439
C -3.25 -3.75 0.08 -0.5919
H -5.20 -1.48 -2.36 0.3822
H -0.68 -0.07 2.21 0.6298
H 0.85 6.44 0.72 0.4299
C 1.20 5.16 -0.94 -0.6338
N 1.09 -0.17 1.13 0.5419
C 0.92 2.77 -0.47 -0.3455
C 2.43 -0.36 1.13 1.0078
C -2.66 -2.63 -0.47 0.4807
C -4.55 -4.07 -0.28 -0.6234
C 3.13 -0.45 2.34 -0.0878
S 3.01 -0.54 -0.48 -0.1173
C 0.39 -0.18 2.29 -0.8150
H 2.95 -0.46 4.46 0.5851
F 5.01 -1.68 1.66 -0.2032
C 1.23 3.83 -1.35 0.9282
C -5.25 -3.26 -1.16 -0.8005
C 1.03 -0.27 3.50 -1.0159
O 0.19 0.25 -4.09 -0.4824
H 0.34 2.27 1.55 0.3793
S -0.10 -3.11 -0.79 0.2492
C -3.34 -1.79 -1.34 0.4029
H -6.26 -3.50 -1.46 0.4241
C 1.40 1.65 -2.34 0.0852
O 0.95 -2.52 0.13 -0.2716
Mo 0.51 -0.60 -0.77 0.1160
H 1.42 5.95 -1.64 0.4345
N 1.03 1.53 -1.09 0.7399
F 5.18 0.48 1.70 -0.2065
```

Results
HOMO-LUMO gap (alpha / beta): 6.181 / 6.181 eV
charge: +2
energy relative to the best compared isomer or geometry (same formula, charge and spin): 158.8 kJ/mol

=====

| no. | energy (Eh) | maximum force (eV Å⁻¹) |
| --- | --- | --- |
| 1 | -5299.32942 | 1.88 |
| 2 | -12739.40538 | 2.38 |
| 3 | -6769.86470 | 1.76 |
| 4 | -2115.64760 | 2.80 |
| 5 | -1024.21656 | 5.86 |
| 6 | -3376.02710 | 1.18 |
| 7 | -5711.31007 | 1.44 |
| 8 | -5487.94334 | 2.02 |